An isolated ion of composition C10H14N and charge +1 at a distorted geometry, computed with wB97M-V/def2-TZVPD.

CARTESIAN COORDINATES (ANGSTROEM)
C  0.25788  1.61036  0.99971
C  -0.04708  1.51787  2.34748
C  -0.08067  -0.13377  -1.90541
C  -1.07450  0.54882  -0.96480
C  -0.86961  0.51950  2.67380
C  -1.52985  -0.12932  1.54710
C  0.99394  -0.78352  -1.11937
C  0.41308  -0.81824  0.21279
C  -0.54054  0.17655  0.36672
C  1.68466  -2.05100  -1.55898
N  0.87682  2.37523  0.30131
H  -0.68497  -0.96394  -2.38671
H  0.20508  0.60750  -2.62803
H  -1.16760  1.67328  -1.03103
H  -2.16112  0.35373  -1.01606
H  -1.33581  0.21939  3.67664
H  0.46539  2.19289  3.01709
H  -1.75014  -1.18497  1.56757
H  -2.50299  0.29436  1.46637
H  1.74430  0.04489  -0.94120
H  0.63200  -1.51267  1.00818
H  1.67821  -2.70617  -0.68235
H  2.72959  -1.88884  -1.93934
H  1.07481  -2.59298  -2.33053
H  0.98910  2.63107  -0.68097

## Properties
HOMO (alpha / beta), eV: -13.61 / -13.61
Relative energy (zero: lowest compared OMol25 entry of this formula, charge and spin), kcal per mole: 63.6
Frontier orbital gap (alpha / beta), eV: 8.080 / 8.081
LUMO level (alpha / beta), eV: -5.530 / -5.530
Total charge: +1
E, Ha: -443.8145

Let us look at the natural (NBO) charges, expressed in e, one per atom: atom 1 (C): 0.445, atom 2 (C): -0.338, atom 3 (C): -0.404, atom 4 (C): -0.413, atom 5 (C): -0.031, atom 6 (C): -0.439, atom 7 (C): -0.336, atom 8 (C): 0.254, atom 9 (C): -0.202, atom 10 (C): -0.605, atom 11 (N): -0.561, atom 12 (H): 0.231, atom 13 (H): 0.241, atom 14 (H): 0.222, atom 15 (H): 0.246, atom 16 (H): 0.257, atom 17 (H): 0.276, atom 18 (H): 0.239, atom 19 (H): 0.260, atom 20 (H): 0.282, atom 21 (H): 0.232, atom 22 (H): 0.218, atom 23 (H): 0.250, atom 24 (H): 0.239, atom 25 (H): 0.436

One molecule with the formula C3H4N2O at a distorted geometry, computed with wB97M-V/def2-TZVPD.

CARTESIAN COORDINATES (ANGSTROEM)
C  -1.21529  0.99022  0.43806
C  -0.06691  0.16899  -0.04855
N  -0.02740  -1.19731  -0.03792
C  1.17123  -1.45052  -0.43573
O  1.90358  -0.36458  -0.66174
N  1.05620  0.72896  -0.41195
H  -2.10424  0.31786  0.55646
H  -1.43254  1.78217  -0.27733
H  -0.96329  1.43824  1.45113
H  1.67866  -2.41402  -0.57243

## Properties
HOMO, eV: -10.68
Relative energy (zero: lowest compared OMol25 entry of this formula, charge and spin), kcal per mole: 35.7
Frontier orbital gap, eV: 11.732
LUMO level, eV: 1.050
Total charge: 0
Structure (SMILES): Cc1ncon1
E, Ha: -301.4304

Let us look at the natural (NBO) charges, expressed in e, one per atom: atom 1 (C): -0.659, atom 2 (C): 0.305, atom 3 (N): -0.499, atom 4 (C): 0.362, atom 5 (O): -0.287, atom 6 (N): -0.149, atom 7 (H): 0.239, atom 8 (H): 0.240, atom 9 (H): 0.241, atom 10 (H): 0.206

C18H47B3F4O9 as an isolated structure at a distorted geometry, computed with wB97M-V/def2-TZVPD.

CARTESIAN COORDINATES (ANGSTROEM)
C  0.21829  -3.54820  0.48489
C  1.54312  -4.29653  -0.01942
C  1.20764  -5.69043  -0.75329
C  2.64371  -4.45674  1.12784
B  4.01361  -3.83162  0.54657
O  5.11456  -4.62160  0.04574
B  6.05093  -3.61639  -0.41858
O  5.58529  -2.64042  -1.36518
B  4.43678  -2.02061  -0.81538
C  3.47863  -0.93790  -1.55931
F  2.46907  -0.55157  -0.67385
F  4.31149  0.14813  -1.93626
C  2.78840  -1.43288  -2.89637
F  3.58387  -2.30210  -3.64809
F  1.49758  -1.94943  -2.69566
O  4.08803  -2.37197  0.54157
H  -0.11483  -3.93540  1.48821
H  -0.58766  -3.54343  -0.29957
H  0.53714  -2.46053  0.62820
H  1.97192  -3.63186  -0.83200
H  0.72024  -5.41409  -1.74077
H  2.20168  -6.17312  -1.01863
H  0.55780  -6.33254  -0.09737
H  2.31000  -3.81226  2.00969
H  2.75293  -5.50425  1.52919
H  7.13749  -3.66228  0.03984
H  2.63915  -0.51538  -3.55041
C  -0.52700  2.11121  -0.72758
C  -1.10061  1.81929  0.64555
O  -1.08215  0.41779  0.89777
H  -1.10016  1.59363  -1.50158
H  -0.54065  3.18360  -0.93638
H  0.50353  1.75174  -0.79985
H  -2.13584  2.15927  0.70800
H  -0.52325  2.32603  1.42481
H  -0.16434  0.12602  0.84944
C  -4.48380  -2.10940  -1.03763
C  -3.75768  -3.39873  -1.36721
O  -3.03865  -3.86250  -0.22941
H  -3.77534  -1.34260  -0.71572
H  -5.03505  -1.73840  -1.90465
H  -5.18621  -2.26129  -0.21311
H  -3.04141  -3.23849  -2.17516
H  -4.46276  -4.17588  -1.68004
H  -3.67668  -4.01075  0.47755
C  -3.18843  2.94711  -4.90908
C  -3.76348  2.65443  -3.53699
O  -3.74482  1.25331  -3.28711
H  -3.76109  2.42984  -5.68244
H  -3.20178  4.01915  -5.11817
H  -2.15789  2.58809  -4.98081
H  -4.79876  2.99463  -3.47624
H  -3.18780  3.16003  -2.75482
H  -2.82720  0.96130  -3.33325
C  -7.69908  2.74964  -4.70352
C  -8.27222  2.45772  -3.33036
O  -8.25540  1.05849  -3.07378
H  -8.27191  2.23234  -5.47638
H  -7.71305  3.82202  -4.91256
H  -6.66853  2.39038  -4.77570
H  -9.30731  2.79749  -3.26810
H  -7.69464  2.96529  -2.55050
H  -7.33760  0.76482  -3.12013
C  2.12355  3.37234  4.85408
C  2.07759  3.43334  3.34005
O  0.88482  4.07866  2.90392
H  1.25670  2.83280  5.24218
H  3.03264  2.87307  5.19765
H  2.09156  4.37851  5.28273
H  2.08775  2.42717  2.91701
H  2.93895  3.98305  2.94584
H  0.88460  4.96935  3.27180
C  6.28501  3.39819  7.01865
C  6.01224  1.91030  6.91247
O  5.09680  1.64845  5.85381
H  5.35666  3.94572  7.19688
H  6.98153  3.61085  7.83264
H  6.70799  3.78134  6.08563
H  5.57043  1.53627  7.83729
H  6.93774  1.35718  6.72305
H  5.49561  1.97218  5.03789

## Properties
HOMO, eV: -9.96
Relative energy (zero: lowest compared OMol25 entry of this formula, charge and spin), kcal per mole: 33.1
Frontier orbital gap, eV: 10.279
LUMO level, eV: 0.320
Total charge: 0
E, Ha: -1865.3483

Let us look at the Löwdin charges, expressed in e, one per atom: atom 1 (C): -0.064, atom 2 (C): -0.383, atom 3 (C): -0.070, atom 4 (C): -0.046, atom 5 (B): -0.435, atom 6 (O): 0.203, atom 7 (B): -0.201, atom 8 (O): 0.238, atom 9 (B): -0.360, atom 10 (C): -0.242, atom 11 (F): 0.074, atom 12 (F): 0.059, atom 13 (C): -0.207, atom 14 (F): 0.057, atom 15 (F): 0.039, atom 16 (O): 0.219, atom 17 (H): 0.088, atom 18 (H): 0.065, atom 19 (H): 0.076, atom 20 (H): 0.104, atom 21 (H): 0.082, atom 22 (H): 0.082, atom 23 (H): 0.084, atom 24 (H): 0.120, atom 25 (H): 0.115, atom 26 (H): 0.119, atom 27 (H): 0.179, atom 28 (C): -0.084, atom 29 (C): -0.306, atom 30 (O): -0.086, atom 31 (H): 0.059, atom 32 (H): 0.075, atom 33 (H): 0.065, atom 34 (H): 0.114, atom 35 (H): 0.094, atom 36 (H): 0.064, atom 37 (C): -0.088, atom 38 (C): -0.318, atom 39 (O): -0.099, atom 40 (H): 0.074, atom 41 (H): 0.070, atom 42 (H): 0.073, atom 43 (H): 0.110, atom 44 (H): 0.106, atom 45 (H): 0.083, atom 46 (C): -0.089, atom 47 (C): -0.324, atom 48 (O): -0.094, atom 49 (H): 0.075, atom 50 (H): 0.075, atom 51 (H): 0.073, atom 52 (H): 0.095, atom 53 (H): 0.104, atom 54 (H): 0.072, atom 55 (C): -0.094, atom 56 (C): -0.323, atom 57 (O): -0.083, atom 58 (H): 0.078, atom 59 (H): 0.075, atom 60 (H): 0.055, atom 61 (H): 0.111, atom 62 (H): 0.106, atom 63 (H): 0.077, atom 64 (C): -0.086, atom 65 (C): -0.321, atom 66 (O): -0.095, atom 67 (H): 0.081, atom 68 (H): 0.050, atom 69 (H): 0.073, atom 70 (H): 0.110, atom 71 (H): 0.107, atom 72 (H): 0.080, atom 73 (C): -0.095, atom 74 (C): -0.320, atom 75 (O): -0.097, atom 76 (H): 0.075, atom 77 (H): 0.074, atom 78 (H): 0.072, atom 79 (H): 0.113, atom 80 (H): 0.108, atom 81 (H): 0.081

What did the first record say?
An isolated ion of composition C10H14N and charge +1 at a distorted geometry, computed with wB97M-V/def2-TZVPD.

CARTESIAN COORDINATES (ANGSTROEM)
C  0.25788  1.61036  0.99971
C  -0.04708  1.51787  2.34748
C  -0.08067  -0.13377  -1.90541
C  -1.07450  0.54882  -0.96480
C  -0.86961  0.51950  2.67380
C  -1.52985  -0.12932  1.54710
C  0.99394  -0.78352  -1.11937
C  0.41308  -0.81824  0.21279
C  -0.54054  0.17655  0.36672
C  1.68466  -2.05100  -1.55898
N  0.87682  2.37523  0.30131
H  -0.68497  -0.96394  -2.38671
H  0.20508  0.60750  -2.62803
H  -1.16760  1.67328  -1.03103
H  -2.16112  0.35373  -1.01606
H  -1.33581  0.21939  3.67664
H  0.46539  2.19289  3.01709
H  -1.75014  -1.18497  1.56757
H  -2.50299  0.29436  1.46637
H  1.74430  0.04489  -0.94120
H  0.63200  -1.51267  1.00818
H  1.67821  -2.70617  -0.68235
H  2.72959  -1.88884  -1.93934
H  1.07481  -2.59298  -2.33053
H  0.98910  2.63107  -0.68097

## Properties
HOMO (alpha / beta), eV: -13.61 / -13.61
Relative energy (zero: lowest compared OMol25 entry of this formula, charge and spin), kcal per mole: 63.6
Frontier orbital gap (alpha / beta), eV: 8.080 / 8.081
LUMO level (alpha / beta), eV: -5.530 / -5.530
Total charge: +1
E, Ha: -443.8145

Let us look at the natural (NBO) charges, expressed in e, one per atom: atom 1 (C): 0.445, atom 2 (C): -0.338, atom 3 (C): -0.404, atom 4 (C): -0.413, atom 5 (C): -0.031, atom 6 (C): -0.439, atom 7 (C): -0.336, atom 8 (C): 0.254, atom 9 (C): -0.202, atom 10 (C): -0.605, atom 11 (N): -0.561, atom 12 (H): 0.231, atom 13 (H): 0.241, atom 14 (H): 0.222, atom 15 (H): 0.246, atom 16 (H): 0.257, atom 17 (H): 0.276, atom 18 (H): 0.239, atom 19 (H): 0.260, atom 20 (H): 0.282, atom 21 (H): 0.232, atom 22 (H): 0.218, atom 23 (H): 0.250, atom 24 (H): 0.239, atom 25 (H): 0.436

Look up the total charge of the third one.
0

Repeat the second record exactly.
One molecule with the formula C3H4N2O at a distorted geometry, computed with wB97M-V/def2-TZVPD.

CARTESIAN COORDINATES (ANGSTROEM)
C  -1.21529  0.99022  0.43806
C  -0.06691  0.16899  -0.04855
N  -0.02740  -1.19731  -0.03792
C  1.17123  -1.45052  -0.43573
O  1.90358  -0.36458  -0.66174
N  1.05620  0.72896  -0.41195
H  -2.10424  0.31786  0.55646
H  -1.43254  1.78217  -0.27733
H  -0.96329  1.43824  1.45113
H  1.67866  -2.41402  -0.57243

## Properties
HOMO, eV: -10.68
Relative energy (zero: lowest compared OMol25 entry of this formula, charge and spin), kcal per mole: 35.7
Frontier orbital gap, eV: 11.732
LUMO level, eV: 1.050
Total charge: 0
Structure (SMILES): Cc1ncon1
E, Ha: -301.4304

Let us look at the natural (NBO) charges, expressed in e, one per atom: atom 1 (C): -0.659, atom 2 (C): 0.305, atom 3 (N): -0.499, atom 4 (C): 0.362, atom 5 (O): -0.287, atom 6 (N): -0.149, atom 7 (H): 0.239, atom 8 (H): 0.240, atom 9 (H): 0.241, atom 10 (H): 0.206